# 1
Formula: C7H16N6OSe4V
Source: OMol25
Level of theory: ωB97M-V with the def2-TZVPD basis set

- Total charge: +1
- Gap between HOMO and LUMO (alpha / beta): 0.256 / 0.283 hartree
- Expectation value of S²: 2.04
- E: -11229.75054 Ha
- 2S+1: 3

CARTESIAN COORDINATES (ANGSTROEM)
V 0.773 -1.455 0.697
Se 0.584 -1.493 3.088
Se 0.719 -3.830 3.274
Se 1.515 -4.201 1.136
Se -0.269 -3.448 -0.164
C -0.290 1.303 0.808
N -1.147 2.382 0.402
C -2.505 2.088 0.878
N -3.000 0.833 0.311
C -2.146 -0.253 0.711
N -0.726 -0.022 0.229
C -0.802 0.135 -1.273
N -1.656 1.224 -1.659
C -1.165 2.464 -1.058
C -3.005 0.951 -1.147
H -0.301 1.194 1.895
H 0.735 1.486 0.470
H -3.169 2.900 0.584
H -2.495 2.017 1.966
H -2.483 -1.198 0.283
H -2.102 -0.345 1.797
H -1.179 -0.807 -1.676
H 0.216 0.301 -1.638
H -1.816 3.285 -1.358
H -0.156 2.668 -1.422
H -3.374 0.024 -1.587
H -3.667 1.766 -1.438
N 4.382 -0.297 -1.146
C 3.685 -1.164 -0.410
N 4.240 -2.289 0.027
O 2.479 -0.881 -0.135
H 5.346 -0.440 -1.393
H 3.920 0.546 -1.438
H 5.194 -2.527 -0.180
H 3.666 -2.919 0.568

***

# 2
Formula: C7H16O3
Source: OMol25
Level of theory: ωB97M-V with the def2-TZVPD basis set

- SMILES: CC(C)[C@H](O)[C@](C)(O)CO
- Gap between HOMO and LUMO: 0.368 hartree
- E: -501.99859 Ha

CARTESIAN COORDINATES (ANGSTROEM)
C -2.004 -0.330 1.713
C -1.364 -0.910 0.453
C -2.132 -0.465 -0.783
C 0.339 -0.786 0.451
O 0.803 -0.639 1.776
C 0.889 0.238 -0.517
C 0.524 1.692 -0.256
O 0.606 -0.053 -1.880
C 2.573 0.080 -0.375
O 3.183 0.872 -1.389
H -1.583 -0.778 2.620
H -1.877 0.756 1.766
H -3.081 -0.543 1.746
H -1.498 -1.998 0.521
H -3.180 -0.790 -0.724
H -1.735 -0.906 -1.700
H -2.164 0.623 -0.879
H 0.656 -1.781 0.121
H 0.547 0.238 2.107
H 1.220 2.357 -0.780
H -0.467 1.932 -0.644
H 0.554 1.945 0.806
H 0.756 -1.002 -2.033
H 2.933 0.429 0.596
H 2.875 -0.961 -0.531
H 2.625 0.779 -2.183

***

What is the E in the first record? -11229.75054 Ha

***

Which of these has the highest E? C7H16O3